C35H44N3O14P2S3 | ωB97M-V with the def2-TZVPD basis set

Computed properties:
E (Ha): -4454.86041
Net charge: +1
Orbital gap (eV): 5.81
Spin multiplicity: 1
Energy above the lowest of the compared OMol25 structures with the same formula, charge and spin (eV): 0.0000
HOMO (eV): -10.1
Max |F| (eV/Å): 2.077
LUMO energy (Eh): -0.158

Each line ends with the Mulliken charge.
Atoms and positions in Å:
N1 -2.351 -4.883 3.748  -0.592
C1 -1.902 -3.486 3.966  -0.929
C2 -2.245 -2.628 2.777  -0.316
N2 -1.483 -2.770 1.689  0.306
C3 -1.692 -2.098 0.554  -0.459
C4 -2.716 -1.197 0.427  -0.002
C5 -2.879 -0.515 -0.923  -0.890
C6 -2.759 1.047 -0.841  0.126
C7 -1.372 1.357 -1.493  -0.340
S1 -0.778 3.030 -1.145  -0.255
C8 0.955 2.872 -0.738  0.368
S2 1.845 4.223 -0.775  -0.130
N3 1.380 1.552 -0.337  1.186
C9 2.075 1.526 0.927  -1.051
C10 1.371 0.949 1.966  0.383
C11 1.865 0.845 3.246  -0.063
C12 3.140 1.332 3.504  -0.246
C13 3.856 1.914 2.468  -1.026
C14 3.346 2.015 1.187  -0.392
C15 2.070 0.798 -1.358  -0.561
C16 1.941 -0.586 -1.294  0.288
C17 2.523 -1.409 -2.224  -0.702
C18 3.268 -0.889 -3.277  -0.769
C19 3.400 0.486 -3.333  -0.648
C20 2.814 1.320 -2.397  -0.287
C21 -3.551 -1.003 1.557  1.059
C22 -4.743 -0.046 1.470  -0.172
O1 -5.840 -0.539 1.357  -0.456
O2 -4.594 1.324 1.462  -0.202
P1 -4.442 2.053 2.977  -0.184
P2 -2.312 2.510 3.198  0.968
O3 -1.840 3.260 2.046  -0.567
O4 -1.426 1.153 3.487  -0.009
O5 -2.133 3.450 4.518  -0.512
C23 -3.303 -1.727 2.731  0.523
S3 -4.319 -1.525 4.198  -0.147
H1 -2.566 -5.313 4.641  0.288
H2 -3.202 -4.917 3.194  0.234
H3 -0.817 -3.509 4.143  0.268
H4 -2.366 -3.118 4.885  0.454
H5 -0.716 -3.436 1.755  0.360
H6 -1.022 -2.310 -0.277  0.665
H7 -2.056 -0.887 -1.552  -0.025
H8 -3.802 -0.848 -1.420  0.642
H9 -3.539 1.559 -1.410  0.509
H10 -2.698 1.369 0.200  -0.343
H11 -1.435 1.154 -2.564  0.467
H12 -0.702 0.581 -1.101  -0.168
H13 0.366 0.573 1.761  0.371
H14 1.241 0.398 4.031  0.137
H15 3.581 1.262 4.498  0.327
H16 4.838 2.306 2.732  0.358
H17 3.915 2.501 0.398  0.510
H18 1.337 -1.031 -0.500  0.289
H19 2.384 -2.488 -2.149  0.375
H20 3.708 -1.537 -4.031  0.459
H21 3.966 0.872 -4.178  0.491
H22 2.935 2.395 -2.511  0.356
H23 -4.693 1.073 3.969  0.046
H24 -1.096 1.208 4.396  0.081
H25 -2.219 2.898 5.313  0.294
H26 -5.147 -2.591 4.074  0.236
C24 -2.252 -3.955 -5.330  -1.454
C25 -1.923 -2.477 -5.304  0.456
C26 -0.845 -2.045 -6.262  -0.648
O6 -0.350 -0.854 -5.630  -0.215
C27 -0.556 -1.000 -4.299  0.275
O7 -0.109 -0.282 -3.463  -0.123
O8 -1.342 -2.083 -4.043  -0.264
H27 -3.097 -4.145 -5.990  0.397
H28 -1.412 -4.549 -5.695  0.348
H29 -2.500 -4.317 -4.333  0.339
H30 -2.836 -1.889 -5.438  0.309
H31 -1.220 -1.829 -7.259  0.333
H32 -0.020 -2.757 -6.332  0.337
C28 2.775 0.143 9.057  -1.383
C29 2.487 -0.464 7.699  0.496
C30 1.528 0.316 6.841  -0.571
O9 1.002 -0.710 5.980  -0.226
C31 1.071 -1.874 6.683  0.480
O10 0.556 -2.890 6.336  -0.537
O11 1.789 -1.720 7.815  -0.365
H33 3.680 0.748 9.018  0.360
H34 1.962 0.790 9.391  0.344
H35 2.907 -0.634 9.809  0.360
H36 3.424 -0.662 7.172  0.297
H37 2.013 1.100 6.263  0.335
H38 0.694 0.745 7.403  0.320
C32 0.653 2.998 -8.280  -1.334
C33 1.674 2.333 -7.380  0.760
C34 1.942 3.047 -6.082  -0.434
O12 3.264 2.594 -5.765  -0.283
C35 3.878 2.313 -6.947  0.581
O13 5.035 2.079 -7.064  -0.543
O14 2.985 2.338 -7.972  -0.401
H39 -0.335 2.569 -8.117  0.314
H40 0.580 4.069 -8.085  0.321
H41 0.919 2.873 -9.329  0.362
H42 1.399 1.287 -7.210  0.135
H43 1.239 2.780 -5.294  0.202
H44 1.973 4.134 -6.185  0.339